[1]
DFT (ωB97M-V/def2-TZVPD) results for a molecular structure, C47H50ClIN3O5S4SbTc at a distorted geometry.

The geometry in XYZ format:
```
113
C47H50ClIN3O5S4SbTc, DFT ωB97M-V/def2-TZVPD
Tc -0.672 0.137 0.712
C 1.950 -4.092 -3.959
C 2.310 -2.925 -3.058
C 3.597 -2.256 -3.477
O 2.400 -3.426 -1.704
C 1.399 -2.892 -0.922
C 0.425 -2.257 -1.938
O 1.284 -1.960 -3.015
C -0.967 -0.242 -2.360
O -0.216 -1.122 -1.447
C -0.004 0.650 -3.130
C -0.256 1.030 -4.443
C 0.609 1.902 -5.097
C 1.729 2.394 -4.450
C 1.984 2.019 -3.135
C 1.121 1.158 -2.481
C -1.975 -0.990 -3.230
C -3.348 -0.818 -3.070
C -4.254 -1.528 -3.849
C -3.802 -2.426 -4.800
C -2.438 -2.594 -4.983
C -1.532 -1.873 -4.219
C 2.977 -2.186 0.676
O 1.974 -1.832 -0.087
C 4.152 -1.421 0.588
C 4.237 -0.343 -0.321
C 5.420 0.339 -0.463
C 6.527 -0.024 0.307
C 6.446 -1.061 1.235
C 5.268 -1.754 1.385
C 2.860 -3.386 1.518
C 3.461 -4.581 1.117
C 3.255 -5.731 1.858
C 2.465 -5.695 3.000
C 1.895 -4.499 3.415
C 2.082 -3.345 2.672
H 2.761 -4.821 -3.929
H 1.815 -3.747 -4.984
H 1.032 -4.574 -3.617
H 4.435 -2.930 -3.298
H 3.738 -1.333 -2.922
H 3.549 -2.019 -4.539
H 0.949 -3.655 -0.292
H -0.327 -2.998 -2.225
H -1.130 0.657 -4.958
H 0.398 2.195 -6.118
H 2.395 3.078 -4.963
H 2.848 2.416 -2.614
H 1.314 0.887 -1.448
H -3.720 -0.078 -2.373
H -5.317 -1.376 -3.709
H -4.506 -2.974 -5.414
H -2.067 -3.296 -5.721
H -0.474 -1.976 -4.405
H 3.359 -0.062 -0.888
H 5.495 1.158 -1.166
H 7.459 0.515 0.190
H 7.307 -1.318 1.838
H 5.181 -2.558 2.105
H 4.049 -4.609 0.206
H 3.711 -6.660 1.541
H 2.293 -6.600 3.568
H 1.302 -4.456 4.318
H 1.644 -2.407 2.993
S -2.824 -4.304 -0.919
Sb -3.848 -2.486 -0.165
S -1.196 -1.933 1.388
S -1.821 0.811 -1.096
S -3.041 -2.308 2.217
C -4.753 6.807 1.341
C -4.270 5.449 1.873
C -4.294 4.450 0.705
C -5.282 4.996 2.936
C -2.842 5.625 2.510
O -2.832 6.758 3.366
C -1.775 5.743 1.405
C -0.318 5.982 1.843
C -0.073 7.306 2.529
C 0.336 7.371 3.856
C 0.555 8.589 4.481
C 0.365 9.761 3.770
Cl 0.614 11.290 4.549
C -0.015 9.725 2.438
C -0.229 8.498 1.827
C -2.482 4.522 3.531
N -2.414 3.162 3.021
C -1.511 2.638 2.198
N -1.787 1.353 2.002
C -2.906 1.146 2.755
N -3.305 2.218 3.390
H -5.698 6.668 0.813
H -4.047 7.256 0.636
H -4.932 7.508 2.157
H -5.333 4.230 0.452
H -3.813 3.499 0.945
H -3.819 4.860 -0.189
H -6.291 5.066 2.523
H -5.233 5.645 3.813
H -5.123 3.962 3.244
H -2.826 7.563 2.838
H -2.063 6.566 0.745
H -1.807 4.837 0.799
H 0.292 5.949 0.936
H 0.037 5.175 2.489
H 0.492 6.455 4.417
H 0.875 8.631 5.514
H -0.131 10.648 1.884
H -0.511 8.474 0.779
H -3.220 4.540 4.325
H -1.524 4.782 3.976
H -0.687 3.173 1.764
H -3.405 0.196 2.842
I 1.527 1.160 1.779
```

Output
- Spin multiplicity: 1
- HOMO level (alpha / beta): -0.3677 / -0.3677 Ha
- Total energy: -136954.9036 eV
- Total charge: +1
- Gap between HOMO and LUMO (alpha / beta): 5.37 / 5.37 eV
- Strongest force on any atom: 0.0266 hartree/bohr

Atom charges from the Löwdin analysis, given in e for atoms 1 to 2: atom 1 (Tc): 0.354, atom 2 (C): 0.032

[2]
DFT (ωB97M-V/def2-TZVPD) results for a molecular structure, C47H50F2GeN8O5PS2Ti.

The geometry in XYZ format:
```
117
C47H50F2GeN8O5PS2Ti, DFT ωB97M-V/def2-TZVPD
Ti 0.161 0.389 0.044
F 4.463 -2.117 -1.264
C 3.566 -1.284 -1.832
C 2.515 -0.814 -1.069
C 1.607 0.110 -1.588
C 1.795 0.551 -2.905
C 2.838 -0.008 -3.643
F 3.035 0.411 -4.906
C 3.744 -0.922 -3.149
C 1.130 1.722 -3.529
C 0.480 1.624 -4.754
C -0.034 2.769 -5.330
C 0.121 3.978 -4.665
C 0.788 3.981 -3.453
N 1.294 2.883 -2.893
H 2.442 -1.180 -0.052
H 4.561 -1.289 -3.751
H 0.386 0.662 -5.236
H -0.543 2.723 -6.282
H -0.262 4.902 -5.073
H 0.925 4.905 -2.903
C -1.656 3.589 4.607
N -1.969 2.171 4.722
C -0.946 1.527 5.535
N 0.417 1.731 5.040
C 0.657 3.164 4.909
N -0.320 3.857 4.073
C -0.223 3.447 2.673
P -0.545 1.641 2.452
C -2.113 1.541 3.413
C 0.613 1.043 3.767
H -1.709 4.033 5.605
H -2.401 4.073 3.973
H -1.149 0.456 5.585
H -1.003 1.942 6.544
H 1.658 3.324 4.500
H 0.617 3.609 5.906
H 0.773 3.696 2.288
H -0.951 4.020 2.090
H -2.405 0.493 3.513
H -2.912 2.024 2.848
H 1.640 1.197 3.425
H 0.463 -0.030 3.899
C -3.389 0.722 -4.352
C -2.542 -0.259 -3.799
C -1.733 0.038 -2.738
C -1.723 1.338 -2.178
C -0.874 1.712 -1.099
C -0.865 3.008 -0.641
C -1.739 3.976 -1.182
C -2.582 3.631 -2.196
C -2.579 2.321 -2.734
C -3.409 1.981 -3.828
H -4.026 0.472 -5.190
H -2.527 -1.254 -4.225
H -1.078 -0.728 -2.340
H -0.183 3.312 0.148
H -1.736 4.984 -0.788
H -3.263 4.360 -2.618
H -4.061 2.740 -4.243
Ge 2.050 -4.189 1.040
C 1.581 -5.207 2.608
C 2.401 -5.106 3.730
C 2.118 -5.822 4.884
C 1.013 -6.656 4.923
C 0.193 -6.773 3.810
C 0.474 -6.052 2.661
C 1.506 -4.788 -0.719
C 0.262 -5.338 -1.026
C -0.011 -5.804 -2.302
C 0.958 -5.727 -3.293
C 2.201 -5.195 -3.003
C 2.475 -4.733 -1.721
H 3.517 -3.753 1.021
H 3.276 -4.466 3.716
H 2.763 -5.730 5.747
H 0.791 -7.220 5.819
H -0.667 -7.429 3.837
H -0.183 -6.149 1.808
H -0.506 -5.393 -0.269
H -0.979 -6.233 -2.525
H 0.745 -6.093 -4.290
H 2.963 -5.144 -3.769
H 3.455 -4.329 -1.510
C -3.287 -4.590 -0.134
C -3.533 -3.507 0.852
C -3.928 -3.682 2.148
C -4.071 -2.534 2.952
N -3.858 -1.310 2.507
C -3.479 -1.135 1.233
S -3.165 0.357 0.539
N -3.345 -2.242 0.431
C -4.455 -2.654 4.392
H -3.155 -5.543 0.375
H -2.390 -4.372 -0.713
H -4.131 -4.683 -0.821
H -4.092 -4.670 2.548
H -3.045 -2.050 -0.516
H -4.728 -3.670 4.666
H -5.282 -1.978 4.606
H -3.611 -2.335 5.005
C 4.234 3.065 -1.159
N 2.966 2.572 -0.650
C 2.868 1.786 0.406
N 3.949 1.491 1.148
O 1.741 1.324 0.785
H 4.023 3.674 -2.034
H 4.889 2.245 -1.464
H 4.740 3.688 -0.420
H 2.163 2.645 -1.300
H 4.876 1.736 0.848
H 3.841 0.826 1.893
O 1.318 -2.461 1.375
S -0.191 -2.230 1.187
O -0.841 -3.501 1.122
O -0.317 -1.509 -0.164
O -0.619 -1.248 2.154
```

Output
- Spin multiplicity: 1
- HOMO level: -0.3650 Ha
- Total energy: -187732.6828 eV
- Total charge: +1
- Relative energy (zero: lowest compared OMol25 entry of this formula, charge and spin): 106.5 kJ/mol
- Gap between HOMO and LUMO: 6.95 eV
- Strongest force on any atom: 0.0172 hartree/bohr

Atom charges from the Löwdin analysis, given in e for atoms 1 to 2: atom 1 (Ti): 1.029, atom 2 (F): 0.051

[3]
DFT (ωB97M-V/def2-TZVPD) results for a molecular structure, C47H51Cl3F4N7OSSbV at a distorted geometry.

The geometry in XYZ format:
```
116
C47H51Cl3F4N7OSSbV, DFT ωB97M-V/def2-TZVPD
V -1.831 -0.450 -1.417
N -1.649 -0.884 0.626
C -2.864 -1.514 1.099
C -3.588 -0.922 2.118
C -4.759 -1.510 2.566
C -5.189 -2.700 1.997
C -4.448 -3.285 0.980
C -3.273 -2.705 0.504
C -2.537 -3.299 -0.654
C -2.499 -4.689 -0.780
C -1.928 -5.289 -1.891
C -1.392 -4.495 -2.895
C -1.393 -3.113 -2.757
C -1.944 -2.475 -1.636
H -0.852 -1.517 0.746
H -1.451 -0.043 1.162
H -3.231 0.005 2.553
H -5.332 -1.040 3.355
H -6.105 -3.167 2.335
H -4.806 -4.193 0.510
H -2.913 -5.310 0.008
H -1.906 -6.369 -1.974
H -0.964 -4.950 -3.781
H -0.949 -2.521 -3.549
Cl 3.667 1.091 -5.692
C 2.126 0.785 -4.951
C 2.071 0.434 -3.615
C 0.827 0.177 -3.081
Cl 0.636 -0.272 -1.380
C -0.367 0.236 -3.795
O -1.518 -0.103 -3.217
C -0.263 0.635 -5.126
Cl -1.715 0.804 -6.052
C 0.968 0.902 -5.704
H 2.971 0.376 -3.016
H 1.021 1.198 -6.744
F -2.099 2.323 -1.503
C -2.297 2.908 -2.706
C -1.235 3.568 -3.244
F -0.084 3.551 -2.567
C -1.319 4.254 -4.476
C -2.626 4.293 -5.025
C -3.682 3.617 -4.482
F -4.855 3.681 -5.112
C -3.559 2.823 -3.327
C -4.584 1.931 -2.853
C -4.176 0.916 -2.027
N -3.673 0.078 -1.387
C -5.953 1.929 -3.282
N -7.066 1.917 -3.576
F -2.842 4.996 -6.133
C -0.187 4.807 -5.119
C 1.124 4.772 -4.542
N 2.192 4.780 -4.110
C -0.234 5.406 -6.417
N -0.197 5.879 -7.467
C 1.885 -4.369 3.825
C 0.961 -3.436 3.041
C -0.139 -4.271 2.385
C 0.321 -2.422 3.994
Sb 1.840 -2.176 1.460
C 3.517 -1.126 2.434
C 2.904 0.198 2.900
C 4.124 -1.862 3.623
C 4.610 -0.834 1.412
C 2.706 -3.575 -0.012
C 1.508 -4.203 -0.725
C 3.592 -4.654 0.609
C 3.508 -2.790 -1.054
H 1.276 -4.987 4.500
H 2.597 -3.828 4.442
H 2.442 -5.046 3.182
H -0.779 -4.700 3.167
H 0.270 -5.101 1.810
H -0.785 -3.686 1.722
H -0.235 -2.954 4.778
H -0.386 -1.764 3.478
H 1.066 -1.792 4.486
H 2.085 0.053 3.610
H 2.500 0.776 2.066
H 3.677 0.804 3.396
H 3.419 -1.944 4.450
H 4.993 -1.299 3.991
H 4.469 -2.865 3.361
H 4.216 -0.383 0.497
H 5.165 -1.733 1.145
H 5.325 -0.124 1.848
H 0.890 -4.812 -0.068
H 1.867 -4.855 -1.534
H 0.861 -3.449 -1.180
H 3.018 -5.336 1.236
H 4.401 -4.231 1.212
H 4.054 -5.256 -0.186
H 2.938 -1.954 -1.468
H 3.750 -3.462 -1.888
H 4.446 -2.406 -0.665
C 1.126 6.496 0.994
C 1.559 5.280 1.802
N 0.698 4.113 1.597
C -0.086 3.443 2.461
S -0.485 1.823 2.119
N -0.526 4.014 3.598
C -0.797 5.421 3.910
C -0.218 5.815 5.258
H 1.842 7.310 1.123
H 0.140 6.854 1.292
H 1.082 6.249 -0.068
H 1.612 5.493 2.866
H 2.563 4.989 1.494
H 0.867 3.582 0.757
H -1.020 3.350 4.174
H -1.880 5.561 3.912
H -0.404 6.050 3.128
H -0.681 5.243 6.065
H -0.398 6.874 5.453
H 0.858 5.635 5.287
```

Output
- Spin multiplicity: 4
- HOMO level (alpha / beta): -0.2846 / -0.2993 Ha
- Total energy: -153540.8192 eV
- Relative energy (zero: lowest compared OMol25 entry of this formula, charge and spin): 58.6 kJ/mol
- Gap between HOMO and LUMO (alpha / beta): 7.19 / 5.64 eV
- Strongest force on any atom: 0.0288 hartree/bohr

Atom charges from the Löwdin analysis, given in e for atoms 1 to 2: atom 1 (V): 0.752, atom 2 (N): -0.011

[4]
DFT (ωB97M-V/def2-TZVPD) results for a molecular structure, C47H52AsCdN3SSeSi.

The geometry in XYZ format:
```
107
C47H52AsCdN3SSeSi, DFT ωB97M-V/def2-TZVPD
Cd -1.074 0.609 -0.200
C -4.573 0.635 1.107
Si -2.837 0.056 1.624
C -2.446 1.088 3.204
C -1.009 0.856 3.693
C -3.408 0.832 4.369
C -2.583 2.559 2.785
C -3.109 -1.821 2.021
C -2.018 -2.377 2.942
C -3.047 -2.579 0.688
C -4.480 -2.094 2.654
H -5.269 0.670 1.954
H -4.992 -0.041 0.353
H -4.531 1.631 0.656
H -0.889 -0.132 4.146
H -0.742 1.607 4.449
H -0.281 0.937 2.883
H -3.361 -0.203 4.718
H -4.446 1.051 4.098
H -3.145 1.478 5.220
H -1.934 2.800 1.941
H -2.286 3.216 3.613
H -3.612 2.806 2.504
H -1.018 -2.159 2.553
H -2.118 -3.472 3.022
H -2.090 -1.965 3.951
H -2.057 -2.511 0.231
H -3.775 -2.189 -0.032
H -3.274 -3.645 0.848
H -4.646 -1.509 3.562
H -4.562 -3.159 2.923
H -5.293 -1.867 1.960
C 0.027 -3.086 -7.060
C 0.348 -3.815 -5.922
C 0.364 -3.188 -4.683
C 0.067 -1.831 -4.557
C -0.276 -1.109 -5.699
C -0.288 -1.737 -6.942
As 0.232 -1.008 -2.771
C -0.232 0.804 -3.240
C -1.690 1.143 -3.559
C -1.847 2.126 -4.666
C -0.761 2.768 -5.213
C 0.587 2.454 -4.908
C 0.882 1.396 -4.034
C 2.120 0.761 -3.795
C 3.409 1.208 -4.216
C 4.544 0.506 -3.866
C 4.484 -0.671 -3.100
C 3.224 -1.152 -2.707
C 2.081 -0.471 -3.054
H 0.027 -3.566 -8.032
H 0.583 -4.872 -6.001
H 0.621 -3.758 -3.795
H -0.530 -0.058 -5.627
H -0.544 -1.160 -7.825
H -2.430 0.347 -3.536
H -2.849 2.351 -5.014
H -0.940 3.533 -5.963
H 1.380 2.967 -5.442
H 3.497 2.121 -4.796
H 5.513 0.882 -4.183
H 5.390 -1.197 -2.820
H 3.149 -2.064 -2.123
C 3.429 -1.658 2.156
N 2.772 -2.952 2.294
C 1.668 -3.327 1.590
Se 0.907 -2.433 0.209
N 1.339 -4.568 2.049
C 2.254 -5.015 2.991
C 2.368 -6.186 3.712
C 3.431 -6.288 4.599
C 4.343 -5.243 4.758
C 4.223 -4.064 4.034
C 3.171 -3.971 3.146
H 2.896 -1.072 1.407
H 4.463 -1.797 1.838
H 3.403 -1.125 3.106
H 0.551 -5.062 1.669
H 1.659 -6.995 3.586
H 3.550 -7.196 5.177
H 5.158 -5.348 5.463
H 4.928 -3.251 4.155
C -1.070 1.591 -2.243
C -0.882 3.039 -2.016
C 0.375 3.636 -1.857
C 0.495 4.990 -1.563
C -0.631 5.791 -1.412
C -1.889 5.214 -1.579
C -2.006 3.866 -1.887
H 1.259 3.021 -1.961
H 1.484 5.422 -1.443
H -0.533 6.843 -1.168
H -2.783 5.820 -1.470
H -2.985 3.422 -2.030
S 1.426 1.231 0.630
C 1.429 2.501 1.823
N 0.621 3.609 1.573
C 0.707 4.762 2.352
C 1.443 4.761 3.497
C 2.176 3.613 3.868
C 2.162 2.494 2.978
H 0.329 3.713 0.611
H 0.140 5.611 1.999
H 1.465 5.658 4.105
H 2.765 3.597 4.776
H 2.748 1.608 3.188
```

Output
- Spin multiplicity: 1
- HOMO level (alpha / beta): 0.0384 / -0.0044 Ha
- Total energy: -203514.7451 eV
- Total charge: -2
- Gap between HOMO and LUMO (alpha / beta): 2.51 / 3.67 eV
- Strongest force on any atom: 0.0096 hartree/bohr

Atom charges from the Löwdin analysis, given in e for atoms 1 to 2: atom 1 (Cd): 1.054, atom 2 (C): -0.251